No. 1
{
  "formula": "C2H8N3O3P",
  "method": "ωB97M-V/def2-TZVPD",
  "homo_lumo_gap_ev": 8.2372,
  "homo_ev": -8.407,
  "elements": ["C", "C", "N", "N", "N", "O", "O", "O", "P", "H", "H", "H", "H", "H", "H", "H", "H"],
  "positions_angstrom": [[-0.8881, -1.2315, 0.5573], [1.5245, 1.7638, -1.5360], [-1.9470, -2.0496, 0.7377], [0.2627, -1.6794, 0.1585], [-1.1330, 0.0546, 0.8120], [1.6228, 0.4081, 0.9955], [0.0658, 2.4851, 1.3088], [0.2099, 1.3205, -1.4366], [0.3047, 1.1480, 0.7498], [1.7684, 2.2600, -2.5126], [2.1335, 0.8254, -1.4421], [1.6556, 2.3493, -0.6027], [-2.0397, -2.7774, 0.0737], [-2.7347, -1.6780, 1.1789], [0.2139, -2.6548, -0.0299], [1.0529, -1.1018, 0.0944], [-2.0722, 0.5576, 0.8932]],
  "lowdin_charge": [-0.50, -0.31, 0.19, 0.24, 0.03, -0.34, -0.29, -0.34, 0.56, 0.09, 0.06, 0.04, 0.11, 0.10, 0.13, 0.06, 0.17]
}



No. 2
{
  "formula": "C23H18Br2IrN8",
  "method": "ωB97M-V/def2-TZVPD",
  "homo_lumo_gap_ev": 5.2735,
  "homo_ev": -16.851,
  "total_charge": 3,
  "elements": ["Ir", "N", "C", "C", "N", "C", "C", "N", "C", "C", "N", "H", "H", "H", "H", "H", "H", "Br", "C", "C", "C", "N", "C", "C", "C", "C", "C", "Br", "C", "C", "N", "H", "H", "H", "H", "H", "H", "N", "C", "N", "C", "C", "C", "C", "C", "C", "H", "H", "H", "H", "H", "H"],
  "positions_angstrom": [[0.1795, 0.0691, 0.1794], [-1.3935, 4.0878, 0.5046], [-0.4399, 4.5171, -0.3563], [0.3115, 3.4105, -0.6854], [-0.1800, 2.3308, -0.0400], [-1.2237, 2.7580, 0.6834], [-1.9919, 1.8341, 1.4579], [-1.7123, 0.5219, 1.4224], [-2.6368, -0.0881, 2.1993], [-3.4824, 0.8571, 2.7288], [-3.0578, 2.0545, 2.2586], [-2.1054, 4.6737, 0.9167], [-0.3505, 5.5386, -0.6650], [1.1613, 3.3585, -1.3340], [-2.6740, -1.1490, 2.3412], [-4.3220, 0.7515, 3.3871], [-3.4865, 2.9439, 2.4754], [0.8016, -6.8660, -0.1037], [0.5182, -4.9809, -0.0532], [-0.4052, -4.4211, 0.8263], [-0.5312, -3.0430, 0.8449], [0.1739, -2.2332, 0.0642], [1.0389, -2.7605, -0.8203], [1.2346, -4.1357, -0.9022], [1.7124, -1.7964, -1.7150], [2.8278, -2.1101, -2.4831], [3.3343, -1.1639, -3.3758], [4.9028, -1.5266, -4.3903], [2.6616, 0.0501, -3.5170], [1.6036, 0.3101, -2.6645], [1.1700, -0.5613, -1.7549], [-0.9891, -5.0347, 1.4940], [-1.2205, -2.5748, 1.5311], [1.9311, -4.5562, -1.6069], [3.3140, -3.0671, -2.3908], [2.9738, 0.7808, -4.2476], [1.0929, 1.2638, -2.7103], [2.5912, 0.3357, 3.8370], [1.4990, 0.2091, 3.0826], [1.7740, 0.2406, 1.7829], [3.1420, 0.3985, 1.6898], [3.9960, 0.4925, 0.5896], [5.3521, 0.6399, 0.8309], [5.8669, 0.6949, 2.1268], [5.0361, 0.6062, 3.2370], [3.6736, 0.4584, 2.9980], [2.6180, 0.3372, 4.8484], [0.5106, 0.0912, 3.4882], [3.6001, 0.4523, -0.4120], [6.0406, 0.7164, 0.0043], [6.9314, 0.8082, 2.2738], [5.4416, 0.6496, 4.2365]],
  "lowdin_charge": [1.47, 0.17, 0.00, -0.08, -0.01, -0.25, -0.24, -0.01, -0.09, -0.01, 0.17, 0.19, 0.15, 0.12, 0.11, 0.15, 0.19, 0.89, -0.60, -0.04, -0.09, -0.01, -0.19, -0.01, -0.20, -0.01, -0.61, 0.90, -0.05, -0.10, -0.04, 0.13, 0.10, 0.12, 0.12, 0.13, 0.12, 0.17, -0.12, 0.01, -0.22, -0.01, -0.04, -0.03, 0.03, -0.17, 0.19, 0.14, 0.09, 0.12, 0.13, 0.13]
}



No. 3
{
  "formula": "C19H48N10O19S3",
  "method": "ωB97M-V/def2-TZVPD",
  "homo_lumo_gap_ev": [1.5610, 7.4445],
  "homo_ev": [-0.112, -6.002],
  "multiplicity": 2,
  "total_charge": -1,
  "elements": ["C", "O", "N", "N", "H", "H", "H", "H", "C", "O", "N", "N", "H", "H", "H", "H", "C", "O", "N", "N", "H", "H", "H", "H", "C", "O", "N", "N", "H", "H", "H", "H", "C", "O", "N", "N", "H", "H", "H", "H", "C", "C", "O", "S", "O", "O", "O", "H", "H", "H", "H", "C", "C", "O", "S", "O", "O", "O", "H", "H", "H", "H", "C", "C", "O", "S", "O", "O", "O", "H", "H", "H", "H", "C", "C", "C", "O", "C", "H", "H", "H", "H", "H", "H", "H", "H", "C", "C", "C", "O", "C", "H", "H", "H", "H", "H", "H", "H", "H"],
  "positions_angstrom": [[-4.2649, 0.3884, 1.6599], [-4.6436, -0.2489, 0.7671], [-3.5468, -0.1765, 2.5872], [-4.6785, 1.5373, 1.9443], [-3.4000, -1.1742, 2.5309], [-2.9228, 0.3358, 3.1940], [-5.4572, 1.9662, 1.4649], [-4.2442, 2.0450, 2.7018], [2.5545, -3.2529, -0.8305], [1.7947, -4.0185, -0.3697], [2.4868, -2.8575, -2.0966], [3.6225, -2.6991, -0.2391], [1.7647, -3.2899, -2.6550], [3.2075, -2.2454, -2.4517], [4.3134, -2.1034, -0.6724], [3.7080, -2.9212, 0.7425], [5.3407, 0.7050, -0.2013], [5.3610, -0.4667, -0.5396], [6.3296, 1.3888, 0.3389], [4.2935, 1.5117, -0.4448], [6.1668, 2.0696, 1.0671], [7.2251, 0.9282, 0.4164], [3.3978, 1.2117, -0.8024], [4.3660, 2.4392, -0.0517], [-1.6802, 4.1913, 2.1938], [-2.0432, 5.3020, 2.4391], [-2.1144, 3.1087, 2.7727], [-0.9576, 3.9757, 1.0364], [-2.6899, 3.0727, 3.6019], [-1.6611, 2.2960, 2.3800], [-0.5364, 3.0577, 1.0344], [-0.8320, 4.8251, 0.5046], [-2.1591, -3.7505, 2.4353], [-2.9400, -2.9446, 2.7888], [-2.1526, -4.5597, 1.3509], [-1.0160, -3.8505, 2.9547], [-2.7869, -4.4130, 0.5788], [-1.4867, -5.3097, 1.2318], [-0.5649, -3.3257, 3.6904], [-0.6976, -4.7121, 2.5349], [-1.5092, -3.1810, 6.3430], [-1.0722, -2.5200, 7.5933], [-1.2796, -1.1503, 7.2100], [-0.6644, -0.7952, 5.7655], [0.6967, -0.3632, 5.8357], [-1.6102, -0.0230, 4.9038], [-0.8332, -2.4393, 5.3827], [-2.5540, -2.9077, 6.1958], [-1.2632, -4.2429, 6.3365], [-0.0581, -2.5862, 7.9874], [-1.6798, -2.6532, 8.4884], [-1.3765, -3.9029, -2.0540], [-0.7099, -5.2453, -2.4453], [-0.5669, -5.1308, -3.7777], [-0.7356, -3.5668, -4.3600], [-1.3002, -3.5788, -5.6962], [0.4926, -2.7932, -4.1313], [-1.8316, -3.1606, -3.2065], [-0.5910, -3.5084, -1.4095], [-2.3279, -4.1488, -1.5824], [-1.3153, -6.0896, -2.1155], [0.2518, -5.4966, -1.9980], [0.1266, 7.3891, -0.5158], [0.8093, 7.7502, -1.7765], [0.8739, 6.5524, -2.5584], [1.3241, 5.2595, -1.6289], [2.7741, 5.3064, -1.3509], [0.7936, 3.9862, -2.1295], [0.2929, 5.9629, -0.4668], [-0.8553, 7.8622, -0.5269], [0.4954, 7.9053, 0.3706], [1.8153, 8.1524, -1.6566], [0.3800, 8.6167, -2.2794], [0.3371, 0.6815, -6.7820], [1.0246, 1.0253, -5.4617], [-0.1384, 0.7744, -4.4710], [-0.5990, -0.4512, -5.0000], [-0.3631, -0.6373, -6.3866], [1.0098, 0.3924, -7.5895], [-0.3992, 1.3707, -7.1955], [1.3302, 2.0707, -5.5040], [1.8614, 0.4304, -5.0955], [-1.0407, 1.3843, -4.5144], [0.2821, 0.6205, -3.4772], [-1.3066, -0.7665, -6.9169], [0.3396, -1.4526, -6.5585], [0.1574, -0.8178, 1.3363], [0.1119, -0.4554, -0.2336], [0.1876, 1.0625, -0.3155], [0.2236, 1.4800, 1.0363], [0.7563, 0.4449, 1.8996], [0.5958, -1.7698, 1.6358], [-0.8874, -0.7216, 1.6317], [-0.6384, -0.9993, -0.8074], [0.9863, -0.9697, -0.6323], [-0.5650, 1.6032, -0.8893], [1.0549, 1.4493, -0.8505], [0.3864, 0.5809, 2.9158], [1.8440, 0.3747, 1.8900]],
  "lowdin_charge": [-0.89, 0.08, 0.18, 0.19, 0.06, 0.06, 0.13, 0.09, -0.80, 0.05, 0.17, 0.17, 0.06, 0.11, 0.05, 0.11, -0.72, 0.00, 0.15, 0.18, 0.11, 0.11, 0.10, 0.10, -0.75, 0.03, 0.16, 0.18, 0.11, 0.09, 0.04, 0.07, -0.78, 0.08, 0.16, 0.19, 0.10, 0.10, 0.10, 0.11, -0.20, -0.16, -0.22, 0.75, -0.21, -0.25, -0.25, 0.15, 0.15, 0.14, 0.14, -0.17, -0.25, -0.18, 0.76, -0.22, -0.26, -0.16, 0.11, 0.12, 0.12, 0.12, -0.24, -0.26, -0.27, 0.61, -0.37, -0.35, -0.33, 0.09, 0.10, 0.10, 0.10, -0.17, -0.15, -0.17, -0.21, -0.22, 0.10, 0.11, 0.11, 0.12, 0.13, 0.11, 0.12, 0.10, -0.13, -0.11, -0.19, -0.20, -0.17, 0.10, 0.09, 0.10, 0.08, 0.12, 0.09, 0.10, 0.12]
}



No. 4
{
  "formula": "C2H14O5",
  "method": "ωB97M-V/def2-TZVPD",
  "smiles": "CCO.O.O.O.O",
  "homo_lumo_gap_ev": 10.7321,
  "homo_ev": -10.125,
  "elements": ["C", "C", "O", "H", "H", "H", "H", "H", "H", "O", "H", "H", "O", "H", "H", "O", "H", "H", "O", "H", "H"],
  "positions_angstrom": [[2.8688, -9.3727, -5.4027], [3.0337, -8.8634, -3.9740], [4.0917, -7.8823, -3.9814], [1.9886, -9.8648, -5.7281], [3.7417, -9.9350, -5.6987], [2.8981, -8.4223, -5.9297], [3.3142, -9.6765, -3.2218], [2.1743, -8.3098, -3.6253], [4.9647, -8.2669, -4.3456], [4.4768, -8.9073, -0.7977], [3.9129, -8.8419, -0.0303], [3.9573, -8.3743, -1.4736], [6.1040, -10.3575, -2.2623], [5.7340, -11.2406, -2.1438], [5.6579, -9.7536, -1.6186], [6.5504, -8.9408, -4.3892], [6.5209, -9.5695, -3.6110], [7.4038, -8.5513, -4.2352], [2.8234, -6.4348, -1.5915], [3.3262, -6.5329, -2.4120], [1.8908, -6.6320, -1.7741]],
  "lowdin_charge": [-0.07, -0.31, -0.15, 0.06, 0.07, 0.08, 0.12, 0.09, 0.07, -0.06, 0.06, 0.05, -0.07, 0.07, 0.02, -0.08, 0.01, 0.05, -0.06, 0.02, 0.05]
}



No. 5
{
  "formula": "C4H14NO3",
  "method": "ωB97M-V/def2-TZVPD",
  "homo_lumo_gap_ev": [6.2114, 4.6850],
  "homo_ev": [-7.922, -7.836],
  "multiplicity": 2,
  "elements": ["C", "C", "C", "C", "O", "N", "H", "H", "H", "H", "H", "H", "H", "H", "H", "H", "H", "H", "O", "H", "H", "O"],
  "positions_angstrom": [[-0.5422, 2.5139, 0.1794], [0.4055, 1.6290, -0.6445], [-0.1931, 0.5881, -1.5047], [0.6375, 0.1864, -0.0331], [0.7344, 0.3518, 1.3617], [1.1889, -0.7950, 4.1613], [-1.2277, 3.1527, -0.4260], [-1.1501, 1.8595, 0.7801], [0.0561, 3.1209, 0.8593], [1.3103, 2.1021, -0.9204], [0.3289, 0.1619, -2.3839], [-1.2229, 0.3940, -1.4535], [-0.1049, -0.4833, 0.5063], [2.0654, -1.3286, 4.2924], [1.1979, -0.3324, 3.2493], [0.9278, -0.2070, 4.9305], [-1.0785, -1.8758, -1.8155], [-1.4223, -2.9223, -0.5468], [-0.9943, -2.0408, -0.7538], [1.5744, -0.3410, -0.4274], [-1.2463, -2.0457, -3.7844], [-1.0121, -1.4604, -3.1043]],
  "lowdin_charge": [-0.02, -0.21, 0.13, -0.25, 0.03, 0.01, 0.11, 0.08, 0.09, 0.14, 0.13, 0.10, 0.20, 0.02, -0.04, -0.01, -0.07, 0.04, -0.22, 0.19, -0.09, -0.36]
}